DFT (ωB97M-V/def2-TZVPD) results for the molecule C22H26N6O4S at a distorted geometry.

Results
SMILES string   CC(C)CCNC(=O)CN(Cc1ccc2c(c1)OCO2)C(=O)Cn1nnc(-c2cccs2)n1
HOMO level   -0.296 hartree
Energy   -51201.5773 eV
LUMO   0.3 eV

Last column: Mulliken charge in e.
Positions of all 59 atoms, in Å:
1 C -0.330 -4.163 -0.748  -1.503
2 C 1.060 -3.546 -0.907  0.925
3 C 0.973 -2.333 -1.828  -1.343
4 C 1.607 -3.211 0.486  0.053
5 C 3.084 -2.802 0.543  -1.202
6 N 3.344 -1.422 0.194  0.023
7 C 3.545 -0.472 1.120  0.816
8 O 3.505 -0.647 2.319  -0.694
9 C 3.896 0.903 0.514  -1.229
10 N 2.804 1.562 -0.187  0.277
11 C 1.971 2.471 0.568  -2.207
12 C 0.720 1.846 1.155  0.672
13 C -0.168 2.664 1.839  -0.743
14 C -1.342 2.172 2.399  -1.089
15 C -1.587 0.828 2.256  0.319
16 C -0.700 0.002 1.569  0.582
17 C 0.454 0.485 1.004  1.084
18 O -1.186 -1.278 1.557  -0.424
19 C -2.365 -1.247 2.331  -0.306
20 O -2.649 0.085 2.699  -0.474
21 C 2.617 1.241 -1.480  1.137
22 O 3.285 0.388 -2.041  -0.724
23 C 1.585 2.039 -2.292  -1.182
24 N 0.245 1.953 -1.806  1.281
25 N -0.430 2.984 -1.358  -0.786
26 N -1.593 2.564 -1.017  -0.306
27 C -1.611 1.235 -1.271  0.114
28 C -2.726 0.385 -1.008  0.510
29 C -3.903 0.733 -0.400  -0.528
30 C -4.785 -0.355 -0.278  -0.611
31 C -4.268 -1.506 -0.791  -0.419
32 S -2.693 -1.291 -1.435  -0.003
33 N -0.447 0.838 -1.780  -0.727
34 H -0.284 -5.076 -0.158  0.457
35 H -0.758 -4.401 -1.718  0.417
36 H -0.988 -3.459 -0.243  0.032
37 H 1.722 -4.289 -1.369  0.266
38 H 1.954 -1.932 -2.067  0.337
39 H 0.497 -2.615 -2.765  0.564
40 H 0.370 -1.549 -1.377  0.144
41 H 1.502 -4.103 1.108  0.570
42 H 0.995 -2.431 0.938  -0.478
43 H 3.674 -3.442 -0.119  0.375
44 H 3.441 -2.925 1.569  0.429
45 H 3.402 -1.164 -0.783  0.237
46 H 4.714 0.763 -0.199  0.483
47 H 4.228 1.547 1.329  0.438
48 H 2.573 2.865 1.392  0.685
49 H 1.682 3.322 -0.057  0.465
50 H 0.051 3.717 1.928  0.408
51 H -2.031 2.815 2.919  0.464
52 H 1.111 -0.169 0.459  -0.313
53 H -3.203 -1.655 1.746  0.216
54 H -2.223 -1.858 3.239  0.324
55 H 1.623 1.626 -3.305  0.370
56 H 1.857 3.097 -2.316  0.366
57 H -4.102 1.731 -0.057  0.542
58 H -5.758 -0.287 0.175  0.419
59 H -4.724 -2.476 -0.830  0.488

Atoms 1-3, force components in eV/Å:
C 0.3 0.0 -0.1
C -0.2 0.1 0.2
C 0.1 -0.3 0.1